[1]
Molecular formula: CH4N2O
Method: DFT, ωB97M-V with the def2-TZVPD basis set

XYZ file:
```
8
Properties=species:S:1:pos:R:3:forces:R:3
O 0.767 -0.497 0.485 0.6155 -0.4138 0.5622
N -1.247 -0.542 -0.049 -2.1658 0.7896 0.9747
N 1.850 0.235 0.260 0.7229 1.0160 -0.5574
C 1.326 -0.486 -0.850 -1.0445 -0.9603 0.2469
H -1.278 0.283 -0.643 -0.0087 0.0306 -0.2778
H -1.188 -1.349 -0.634 0.1994 -0.6846 -0.8381
H 1.724 -1.504 -0.971 0.1510 0.7022 -0.9103
H 0.599 -0.030 -1.595 1.5303 -0.4798 0.7998
```
Positions in Å, forces in eV/Å.

* HOMO energy (alpha / beta): -10.1 / -9.5 eV
* net charge: 0

---

[2]
Molecular formula: CH4N2O
Method: DFT, ωB97M-V with the def2-TZVPD basis set

XYZ file:
```
8
Properties=species:S:1:pos:R:3:forces:R:3
O -0.500 0.422 -0.437 3.6014 -1.0345 1.0385
N 2.104 -0.034 -0.233 -3.3467 -2.2838 3.8738
N -1.652 -0.140 0.076 0.0153 0.4067 1.4709
C 1.021 -0.332 0.309 0.9612 4.3118 -4.2984
H 2.625 0.538 -0.842 -0.3862 0.3655 -1.1074
H 0.715 -0.625 1.297 -0.2137 -0.8646 0.0878
H -2.148 -0.447 -0.728 -0.8276 -0.2788 -0.5238
H -2.166 0.618 0.557 0.1963 -0.6222 -0.5413
```
Positions in Å, forces in eV/Å.

* HOMO energy: -8.3 eV
* net charge: 0

---

[3]
Molecular formula: CH4N2O
Method: DFT, ωB97M-V with the def2-TZVPD basis set

XYZ file:
```
8
Properties=species:S:1:pos:R:3:forces:R:3
O -2.358 -0.005 -1.075 -2.7226 -2.0712 -0.0818
N 0.911 -0.687 1.080 0.2140 -0.4429 0.4658
N -1.350 0.528 -1.309 2.8252 2.8102 0.7469
C -0.439 1.249 -1.313 -4.0920 -2.1900 -0.4220
H 1.893 -0.664 1.471 -1.9881 -0.0112 -0.2524
H 0.155 -0.362 1.742 1.6183 -0.7373 -0.8387
H 0.477 1.595 -1.341 3.9799 1.4387 -0.2380
H 0.710 -1.654 0.746 0.1653 1.2038 0.6203
```
Positions in Å, forces in eV/Å.

* HOMO energy: -9.6 eV
* net charge: 0
* SMILES: C#[N+][O-].N

---

[4]
Molecular formula: CH4N2O
Method: DFT, ωB97M-V with the def2-TZVPD basis set

XYZ file:
```
8
Properties=species:S:1:pos:R:3:forces:R:3
O -1.267 2.087 -0.323 -0.7875 0.4415 1.1513
N 0.061 1.452 -2.024 3.1147 -1.4511 -3.9219
N -0.566 1.761 -1.200 -2.3653 1.1611 2.6530
C 0.334 -1.053 0.765 2.2123 1.8719 -2.4155
H -0.425 -1.758 0.896 -1.6941 -0.4525 1.1094
H 0.988 -1.716 0.081 -0.3025 1.5958 0.9528
H 0.906 -0.664 1.655 -0.8476 -0.8711 -0.8732
H -0.030 -0.110 0.149 0.6700 -2.2956 1.3442
```
Positions in Å, forces in eV/Å.

* HOMO energy: -12.2 eV
* net charge: 0
* SMILES: N#[N+][O-].C

---

[5]
Molecular formula: CH4N2O
Method: DFT, ωB97M-V with the def2-TZVPD basis set

XYZ file:
```
8
Properties=species:S:1:pos:R:3:forces:R:3
O 0.942 0.936 0.080 0.3892 0.3127 0.6874
N -1.266 0.369 0.070 1.7698 0.8231 -0.7388
N 0.341 -1.226 -0.301 1.4320 -1.6582 4.2021
C 0.088 0.025 0.060 -2.2889 3.8569 -3.7283
H 0.258 -1.094 0.851 -0.4797 -3.3035 -0.4899
H 1.342 -1.459 -0.196 0.1682 0.1116 -1.0713
H -1.674 -0.081 -0.751 -0.3768 -0.4367 0.3513
H -1.303 1.369 -0.133 -0.6137 0.2941 0.7875
```
Positions in Å, forces in eV/Å.

* HOMO energy (alpha / beta): -18.4 / -18.0 eV
* net charge: +1
* multiplicity: 2

---

[6]
Molecular formula: CH4N2O2
Method: DFT, ωB97M-V with the def2-TZVPD basis set

XYZ file:
```
9
Properties=species:S:1:pos:R:3:forces:R:3
O 1.060 0.414 -1.011 0.8126 2.0902 -1.7292
O -0.679 -0.506 0.071 -0.6965 -0.8803 -0.7681
N 0.230 -0.437 1.118 0.5162 1.7399 0.0491
N 0.153 -1.237 2.001 1.5606 0.4580 1.2237
C -0.331 0.568 -0.821 0.4690 -2.2195 -1.5426
H -0.510 -1.956 1.963 -1.9161 -1.4872 -0.7474
H -0.956 0.420 -1.857 1.2735 0.5416 2.8675
H 1.474 1.315 -1.242 -1.0628 -2.1094 0.5728
H -0.441 1.420 -0.222 -0.9565 1.8667 0.0742
```
Positions in Å, forces in eV/Å.

* HOMO energy: -9.7 eV
* net charge: 0
* SMILES: [H]/N=N\OCO